{"formula": "C42H63CrN5O4", "method": "ωB97M-V/def2-TZVPD", "species": ["N", "C", "C", "H", "H", "C", "C", "H", "H", "C", "C", "C", "O", "C", "H", "C", "H", "C", "H", "H", "H", "C", "H", "C", "H", "C", "H", "C", "H", "H", "C", "C", "H", "H", "N", "H", "H", "H", "H", "C", "H", "H", "N", "H", "H", "C", "H", "H", "H", "C", "H", "C", "C", "H", "H", "H", "C", "O", "H", "C", "C", "C", "H", "C", "H", "C", "H", "H", "H", "H", "C", "H", "C", "H", "H", "Cr", "C", "H", "H", "C", "H", "H", "C", "H", "C", "C", "C", "C", "C", "H", "O", "H", "H", "O", "H", "H", "H", "N", "H", "H", "H", "H", "H", "C", "N", "H", "H", "H", "C", "H", "C", "C", "H", "H", "C"], "positions_angstrom": [[0.417852, -1.310961, 3.497694], [-4.264599, -0.431777, 2.947941], [-2.737961, -1.516151, -1.714668], [0.696860, 0.403411, 4.672594], [1.491821, -2.813258, -1.068579], [-3.954437, 1.839130, 1.942597], [-6.038512, 0.575751, 1.548181], [7.019396, -2.172286, -1.741859], [4.131405, -2.404004, -4.115760], [-0.963264, 4.023194, 0.547020], [-0.497489, 2.723119, 0.608378], [-4.965453, -1.786273, -2.884147], [-1.428823, 5.887285, -0.803865], [-0.435851, -1.274494, -0.856388], [0.478016, 2.465253, 3.711955], [6.413336, -2.397118, -2.621348], [-3.829743, -3.627577, -3.169672], [-2.479283, -0.440083, 0.442031], [-1.436843, -2.297782, 3.611736], [-4.409478, 2.277602, 2.834377], [-5.071143, -1.472571, -5.031937], [-6.438045, -1.416828, -2.713660], [5.429057, -1.772035, -5.119010], [-4.639828, -0.660952, -0.597531], [1.485966, -3.087259, 3.970398], [5.593565, -1.171697, -3.044461], [3.312567, -2.391530, -2.148203], [-2.399731, 2.528990, -1.768146], [2.077765, -2.914701, 0.572319], [-0.477567, 2.089692, -0.265706], [3.378609, 3.024773, 0.618318], [0.428327, -3.421014, 2.174236], [-1.194666, 5.834605, 1.649949], [-2.667502, 2.101302, -0.806168], [-0.010278, 2.182917, 1.734402], [7.268634, 0.174833, -2.633441], [-7.003371, -1.762174, -3.581344], [-4.679072, -1.433963, 2.811845], [-0.236938, 4.843308, 3.752393], [3.558099, -1.508145, -1.568040], [2.087850, -2.141904, 2.595365], [-2.270218, -2.016499, -2.556784], [-2.147151, 3.943677, -1.666114], [5.397539, 0.863548, 2.438602], [5.761273, -3.236590, -2.372402], [5.801122, 2.604564, 0.342518], [5.758822, 2.946854, -0.693647], [-1.339353, -0.784154, 4.500008], [-3.198316, -0.523753, 3.139286], [2.997137, -0.054071, 0.295149], [4.124219, -0.703204, -4.583473], [4.484883, 1.975689, 0.803710], [-1.516762, 4.680595, -0.701457], [-2.445902, 4.527438, -2.434937], [-0.989669, 2.149271, -3.067454], [7.080582, -2.712588, -3.427078], [-4.459921, -1.150797, -4.185537], [-1.709186, -0.050275, 1.444503], [-0.283161, -1.983534, -1.678255], [1.674256, -2.216218, -0.166104], [-0.786357, -1.682703, 4.231039], [4.676523, -0.755383, -1.894434], [2.415833, 2.608467, 0.899865], [0.074879, 2.936978, 2.824363], [-4.504551, -0.061128, -4.126850], [-4.523484, 0.431112, 1.705955], [-0.032080, -5.173020, 1.700404], [-3.252147, 2.403395, -2.439359], [-5.208336, -3.793441, -2.082636], [-0.539384, -2.243183, 5.143564], [-0.332375, 4.264735, 2.845452], [-4.190618, 2.496946, 1.101444], [-1.923104, -1.088734, -0.677445], [5.802795, 0.951492, -1.306182], [3.712581, 1.299195, 2.728760], [0.259235, 0.109041, 1.468482], [4.766325, -1.533699, -4.284084], [2.127065, -0.122336, 3.752657], [-6.304926, 1.195520, 0.689239], [-4.860136, -3.312124, -2.998299], [3.576022, 3.904797, 1.237436], [-6.579576, -0.337113, -2.632559], [-3.872071, -0.228386, 0.484319], [-3.426830, -1.430761, -4.396038], [-4.111515, -1.302792, -1.712647], [6.560254, -0.051532, -3.432062], [-0.862656, 4.805455, 1.691158], [1.267814, -0.461048, 4.330999], [4.137522, 0.723319, -0.007813], [-6.536200, -0.389757, 1.438920], [-1.286489, 1.785025, -2.225074], [7.141540, -0.357209, -4.304293], [-4.745885, 0.015076, 3.821860], [2.199395, 0.276248, 1.308181], [4.984148, 2.535638, 2.831951], [-6.875071, -1.882019, -1.828230], [-5.704962, -0.495438, -0.559286], [0.466548, -4.663730, 2.434029], [0.040866, -0.337218, -1.170357], [6.641157, 1.913339, 0.439622], [-1.297548, -2.467936, 1.347348], [1.623299, -0.997261, 5.223084], [6.030575, 0.869274, -3.684362], [-0.339888, -2.857041, 0.995683], [0.355806, -1.755757, 0.326227], [-2.874593, 1.807367, 2.080574], [3.328536, 3.349363, -0.424055], [-0.550140, -3.674649, 0.291795], [2.733701, -1.187943, -0.496569], [-5.465853, -3.678442, -3.830533], [1.181965, -2.490165, 3.099811], [4.646572, 1.644757, 2.295744], [6.013834, 3.475135, 0.965755], [-6.444306, 1.055934, 2.440574], [4.936871, 0.345767, -1.083496]], "atomic_forces_ev_per_a": [[0.12, 0.24, -0.10], [-0.03, -0.07, 0.05], [-0.08, 0.05, 0.00], [-0.02, 0.00, -0.02], [0.07, -0.09, 0.03], [0.03, 0.03, -0.03], [-0.04, 0.00, 0.00], [0.00, 0.01, 0.00], [0.00, 0.00, 0.02], [-0.12, -0.10, -0.38], [0.01, 0.07, 0.15], [0.03, 0.03, 0.05], [-0.02, 0.13, -0.15], [0.19, 0.05, 0.19], [0.02, -0.01, -0.04], [0.00, -0.04, 0.03], [0.00, 0.01, 0.00], [0.27, 0.11, 0.23], [-0.01, -0.01, -0.01], [0.00, 0.00, 0.02], [-0.01, -0.01, 0.00], [-0.06, 0.00, -0.01], [0.01, -0.01, -0.01], [-0.01, 0.08, 0.11], [0.00, 0.01, 0.00], [-0.05, 0.05, 0.03], [0.01, -0.02, 0.00], [0.00, -0.02, -0.02], [-0.01, 0.11, 0.03], [-0.05, -0.05, -0.06], [0.00, -0.01, 0.01], [0.00, -0.13, 0.10], [0.00, -0.01, -0.02], [0.00, -0.02, 0.10], [-0.04, 0.19, -0.08], [-0.01, -0.02, 0.02], [0.00, 0.00, 0.00], [-0.02, 0.01, -0.01], [-0.01, 0.03, 0.00], [0.05, 0.10, -0.03], [-0.01, 0.04, 0.01], [0.00, -0.01, 0.00], [0.04, 0.07, -0.07], [0.01, 0.02, -0.03], [-0.01, 0.01, 0.00], [0.07, 0.09, 0.01], [-0.03, 0.00, 0.02], [0.01, 0.02, 0.01], [-0.01, 0.02, -0.02], [-0.33, 0.04, 0.25], [0.01, 0.02, 0.01], [-0.01, -0.01, -0.02], [0.09, -0.12, 0.49], [0.00, -0.03, 0.05], [-0.02, -0.04, 0.03], [0.01, 0.00, -0.02], [0.01, 0.02, -0.05], [0.11, 0.00, -0.05], [-0.02, -0.04, -0.01], [0.04, -0.01, 0.12], [-0.04, -0.03, -0.01], [-0.03, -0.04, 0.06], [-0.05, 0.01, 0.02], [-0.08, 0.16, 0.08], [-0.02, 0.01, 0.01], [0.04, 0.01, -0.03], [0.04, -0.12, 0.11], [0.02, 0.00, 0.01], [-0.01, 0.01, 0.01], [-0.01, 0.00, 0.01], [0.03, -0.22, -0.07], [0.01, 0.00, -0.04], [0.06, -0.10, -0.13], [-0.05, -0.07, -0.01], [-0.05, 0.00, -0.01], [0.17, -0.70, -0.09], [-0.01, 0.01, -0.06], [0.01, 0.00, -0.02], [0.02, 0.02, 0.00], [0.01, -0.04, -0.01], [0.02, 0.00, 0.00], [0.02, 0.01, -0.01], [-0.28, -0.04, -0.14], [0.00, 0.00, 0.02], [0.09, -0.03, 0.01], [0.06, 0.02, -0.04], [-0.04, 0.21, 0.09], [0.04, -0.03, 0.12], [0.13, 0.04, -0.15], [0.02, -0.02, 0.01], [0.05, 0.03, -0.07], [0.00, 0.00, 0.00], [0.01, 0.01, 0.02], [0.22, -0.08, 0.04], [-0.03, 0.00, 0.03], [0.02, -0.02, 0.01], [-0.02, 0.01, -0.01], [-0.09, 0.20, -0.17], [-0.04, -0.01, -0.05], [-0.01, 0.00, 0.03], [0.00, -0.05, 0.01], [0.00, -0.01, 0.00], [-0.03, -0.01, -0.01], [0.04, 0.04, 0.04], [-0.26, 0.33, -0.26], [-0.03, 0.00, -0.01], [0.01, -0.02, 0.00], [0.01, -0.01, -0.01], [-0.10, -0.14, -0.16], [-0.01, 0.00, -0.01], [-0.07, -0.12, -0.03], [0.04, -0.04, -0.02], [0.00, 0.02, 0.00], [0.00, 0.00, 0.01], [0.00, 0.02, -0.03]], "mulliken_spin": [0.0085, 0.0061, 0.0003, 0.0009, -0.0021, 0.0097, -0.0013, -0.0001, -0.0001, 0.0028, 0.1691, 0.0001, -0.0006, 0.1097, -0.0121, 0.0003, 0.0000, -0.0031, -0.0010, -0.0004, -0.0001, 0.0001, 0.0000, 0.0004, 0.0096, -0.0008, 0.0004, -0.0041, -0.0037, -0.1071, 0.0084, 0.0163, 0.0005, 0.0035, -0.1044, 0.0000, 0.0000, 0.0001, -0.0014, 0.0056, -0.0099, -0.0027, 0.0001, 0.0004, -0.0001, -0.0001, -0.0001, -0.0034, -0.0028, 0.0217, -0.0001, 0.0058, -0.0002, 0.0001, -0.0001, 0.0000, 0.0008, -0.2353, 0.0081, 0.0392, 0.0473, 0.0064, 0.0320, 0.0888, 0.0000, 0.0122, 0.0000, -0.0001, 0.0001, 0.0053, -0.0019, 0.0003, -0.0535, -0.0005, -0.0028, 3.9988, 0.0007, 0.0076, 0.0001, 0.0003, -0.0002, 0.0000, -0.0257, -0.0001, 0.0095, 0.0001, 0.0081, 0.0205, -0.0253, -0.0001, 0.0022, 0.0000, 0.0001, 0.0240, -0.0002, 0.0000, -0.0006, -0.0001, 0.0403, -0.0002, -0.0149, 0.0077, 0.0000, 0.0688, -0.2370, 0.0113, -0.0002, 0.0026, -0.0142, 0.0000, 0.0480, 0.0065, 0.0001, 0.0002, -0.0041], "relative_energy_kcal_mol": 0.0, "spin_multiplicity": 5, "orbital_gap_ev": [6.96, 7.22], "s2": 6.01, "homo_ev": [-6.99, -7.30]}